One molecule with the formula C8H12N2O in a non-equilibrium geometry, computed with ωB97M-V/def2-TZVPD.

Geometry as XYZ:
```
23
Properties=species:S:1:pos:R:3
C -0.0276 -0.8859 1.5746
C 0.6644 1.4131 1.3529
C 0.9297 0.1431 1.7110
C -0.6208 0.0334 -0.8532
C 1.6450 2.5120 1.7326
C 0.7390 -0.0451 -1.1972
C -1.5497 -2.2320 -1.4016
C -1.7971 -0.6964 -1.4749
N -0.5777 -1.9028 1.5442
N -0.4118 1.8144 0.6741
O -1.0825 0.8920 -0.0060
H 1.8007 -0.2176 2.3150
H 1.1551 3.2688 2.3449
H 2.1831 2.9525 0.8278
H 2.4645 2.0613 2.3093
H 1.4050 -0.5407 -0.3897
H 1.3435 0.8708 -1.2870
H 0.9198 -0.6813 -2.0045
H -2.2663 -2.8156 -2.1510
H -1.7977 -2.7280 -0.4903
H -0.4934 -2.4667 -1.5339
H -2.6946 -0.3536 -1.0889
H -1.9308 -0.3954 -2.5082
```

Calculated values
energy relative to the best compared isomer or geometry (same formula, charge and spin): 116.52 kcal/mol
gap between HOMO and LUMO (alpha / beta): 7.63 / 7.63 eV
HOMO level (alpha / beta): -7.8 / -7.8 eV
M: 152.197 u
largest force on an atom: 0.069 Eh/bohr
2S+1: 1